DFT (the ωB97M-V functional and the def2-TZVPD basis) results for a cluster of 14 separate species, C56H112O38 in total.

Net charge ... 0
Spin multiplicity ... 1
Energy relative to the best compared isomer or geometry (same formula, charge and spin) ... 0.404 eV
HOMO-LUMO gap ... 10.24 eV
Highest occupied orbital energy ... -0.362 hartree

CARTESIAN COORDINATES (ANGSTROEM)
1 C 0.36 5.51 -0.44
2 C 1.33 5.67 0.78
3 O 2.42 6.48 0.49
4 C 2.31 7.84 0.58
5 O 1.28 8.42 0.97
6 O 3.41 8.35 0.09
7 C 3.65 9.76 -0.06
8 H -0.47 4.85 -0.18
9 H 0.85 5.13 -1.34
10 H -0.12 6.48 -0.54
11 H 1.65 4.68 1.12
12 H 0.66 6.07 1.54
13 H 3.38 10.24 0.88
14 H 3.19 10.21 -0.94
15 H 4.73 9.84 -0.22
16 C -2.70 -2.57 1.84
17 C -2.73 -2.04 0.38
18 O -4.01 -1.57 0.09
19 C -5.00 -2.27 -0.44
20 O -5.00 -3.43 -0.84
21 O -6.04 -1.45 -0.43
22 C -7.32 -1.87 -0.89
23 H -1.68 -2.84 2.12
24 H -3.21 -3.53 1.87
25 H -3.12 -1.82 2.50
26 H -2.42 -2.87 -0.25
27 H -2.09 -1.18 0.18
28 H -7.74 -2.68 -0.28
29 H -7.10 -2.19 -1.90
30 H -7.94 -0.97 -0.97
31 C -0.62 -4.70 -1.76
32 C 0.37 -5.44 -2.70
33 O -0.04 -6.84 -2.86
34 C 0.59 -7.63 -3.73
35 O 1.57 -7.35 -4.42
36 O 0.00 -8.77 -3.68
37 C 0.35 -9.86 -4.50
38 H -1.67 -4.69 -2.05
39 H -0.48 -3.62 -1.73
40 H -0.50 -4.99 -0.72
41 H 1.41 -5.48 -2.40
42 H 0.34 -4.95 -3.68
43 H 1.19 -10.45 -4.15
44 H 0.59 -9.54 -5.52
45 H -0.53 -10.49 -4.49
46 C 2.62 -3.56 4.53
47 C 2.86 -2.78 5.87
48 O 3.94 -3.22 6.67
49 C 3.97 -4.42 7.21
50 O 3.03 -5.23 7.27
51 O 5.23 -4.62 7.69
52 C 5.70 -5.87 8.17
53 H 1.79 -3.09 4.02
54 H 2.36 -4.61 4.71
55 H 3.50 -3.45 3.90
56 H 1.99 -2.71 6.52
57 H 3.17 -1.76 5.63
58 H 5.29 -6.00 9.17
59 H 6.78 -6.01 8.26
60 H 5.38 -6.64 7.47
61 C -5.00 5.28 4.75
62 C -4.39 4.18 3.89
63 O -2.98 4.36 3.81
64 C -2.19 3.30 3.37
65 O -2.65 2.16 3.19
66 O -0.91 3.74 3.18
67 C 0.20 2.91 3.10
68 H -5.12 6.18 4.15
69 H -4.28 5.49 5.53
70 H -6.00 4.94 5.05
71 H -4.81 4.26 2.88
72 H -4.52 3.16 4.25
73 H 0.01 2.22 2.27
74 H 0.33 2.40 4.06
75 H 1.10 3.47 2.88
76 C -2.81 0.63 -3.63
77 C -4.36 0.74 -3.55
78 O -4.84 1.77 -4.43
79 C -4.92 3.06 -4.07
80 O -4.75 3.52 -2.91
81 O -5.25 3.79 -5.14
82 C -5.82 5.08 -4.93
83 H -2.30 1.51 -3.25
84 H -2.39 0.39 -4.61
85 H -2.46 -0.28 -3.13
86 H -4.60 0.76 -2.49
87 H -4.84 -0.12 -4.03
88 H -5.19 5.79 -4.39
89 H -6.85 4.95 -4.59
90 H -5.93 5.54 -5.91
91 C -2.51 6.00 -2.25
92 C -2.93 6.77 -1.04
93 O -3.67 7.91 -1.44
94 C -4.09 8.81 -0.50
95 O -4.16 8.58 0.72
96 O -4.48 9.93 -1.14
97 C -5.03 10.99 -0.32
98 H -2.01 5.05 -2.05
99 H -1.76 6.50 -2.86
100 H -3.35 5.71 -2.88
101 H -2.13 7.04 -0.34
102 H -3.60 6.15 -0.44
103 H -4.55 11.03 0.66
104 H -6.09 10.79 -0.15
105 H -4.86 11.95 -0.81
106 C 4.45 3.60 -1.17
107 C 4.65 3.93 0.30
108 O 4.92 2.78 1.09
109 C 3.88 2.15 1.68
110 O 2.70 2.47 1.60
111 O 4.39 1.21 2.48
112 C 3.72 0.32 3.32
113 H 5.42 3.34 -1.62
114 H 4.03 4.49 -1.64
115 H 3.72 2.83 -1.43
116 H 3.81 4.52 0.66
117 H 5.57 4.51 0.39
118 H 4.36 -0.49 3.68
119 H 2.92 -0.24 2.83
120 H 3.36 0.87 4.19
121 C -1.17 1.48 -0.37
122 C 0.11 0.74 -0.70
123 O 0.00 -0.59 -0.19
124 C 1.12 -1.26 0.19
125 O 2.25 -0.88 0.22
126 O 0.70 -2.54 0.47
127 C 1.71 -3.50 0.67
128 H -1.13 2.48 -0.80
129 H -1.17 1.63 0.71
130 H -2.10 1.00 -0.66
131 H 1.00 1.23 -0.29
132 H 0.36 0.77 -1.76
133 H 2.46 -3.09 1.34
134 H 2.09 -3.68 -0.34
135 H 1.41 -4.43 1.17
136 C 1.66 -9.94 0.49
137 C 2.02 -9.13 -0.73
138 O 3.36 -8.61 -0.49
139 C 3.58 -7.38 0.07
140 O 2.69 -6.58 0.36
141 O 4.91 -7.24 0.18
142 C 5.48 -6.05 0.72
143 H 1.57 -9.24 1.32
144 H 2.39 -10.75 0.59
145 H 0.66 -10.38 0.40
146 H 1.26 -8.36 -0.85
147 H 1.99 -9.71 -1.65
148 H 5.75 -5.39 -0.11
149 H 6.45 -6.13 1.19
150 H 4.81 -5.46 1.35
151 O 6.33 -7.97 5.69
152 C 6.23 -7.39 4.61
153 O 5.08 -7.13 3.96
154 C 3.81 -7.44 4.50
155 C 2.71 -7.47 3.45
156 C 7.41 -6.81 3.86
157 H 3.58 -6.57 5.11
158 H 3.84 -8.32 5.13
159 H 1.77 -7.79 3.89
160 H 2.91 -8.09 2.57
161 H 2.48 -6.47 3.07
162 H 7.18 -5.82 3.47
163 H 7.42 -7.50 3.02
164 H 8.38 -7.02 4.32
165 O 1.99 -2.87 -3.24
166 C 1.79 -1.75 -3.76
167 O 2.79 -0.88 -4.07
168 C 4.13 -1.36 -4.07
169 C 4.89 -0.01 -4.33
170 C 0.41 -1.26 -4.07
171 H 4.22 -2.12 -4.85
172 H 4.37 -1.85 -3.13
173 H 4.98 0.57 -3.41
174 H 4.45 0.56 -5.15
175 H 5.90 -0.27 -4.62
176 H 0.43 -0.33 -4.64
177 H -0.17 -1.22 -3.15
178 H -0.07 -1.99 -4.72
179 O -0.12 2.97 -3.24
180 C 0.72 3.30 -4.08
181 O 0.42 3.30 -5.40
182 C -0.83 3.04 -5.94
183 C -1.74 4.26 -5.65
184 C 2.15 3.60 -3.78
185 H -1.21 2.08 -5.58
186 H -0.77 2.91 -7.02
187 H -1.27 5.23 -5.80
188 H -2.25 4.31 -4.69
189 H -2.48 4.28 -6.45
190 H 2.68 2.65 -3.81
191 H 2.20 3.88 -2.72
192 H 2.63 4.30 -4.46
193 O -7.94 1.33 0.89
194 C -7.31 2.19 1.46
195 O -6.24 2.71 1.06
196 C -5.39 2.14 0.07
197 C -4.14 2.97 0.04
198 C -7.66 2.66 2.85
199 H -5.85 2.26 -0.91
200 H -5.11 1.11 0.28
201 H -3.55 2.79 -0.86
202 H -3.53 2.76 0.92
203 H -4.37 4.02 0.19
204 H -8.00 3.69 2.74
205 H -6.83 2.65 3.56
206 H -8.52 2.05 3.14

***

DFT (the ωB97M-V functional and the def2-TZVPD basis) results for a cluster of 12 separate species, C56H125B5F20N6O in total.

Net charge ... 0
Spin multiplicity ... 1
HOMO-LUMO gap ... 3.13 eV
Highest occupied orbital energy ... -0.158 hartree

CARTESIAN COORDINATES (ANGSTROEM)
1 C -3.33 -7.47 -2.48
2 C -2.67 -7.54 -1.09
3 O -2.61 -8.85 -0.66
4 H -3.56 -6.44 -2.74
5 H -4.20 -8.12 -2.41
6 H -2.74 -7.81 -3.33
7 H -3.43 -7.03 -0.51
8 H -1.73 -6.99 -0.97
9 C -5.24 0.73 -3.05
10 C -6.35 0.03 -2.32
11 C -7.09 -0.98 -3.22
12 N -8.26 -1.80 -2.53
13 C -7.73 -2.81 -1.48
14 C -8.87 -3.61 -0.81
15 C -9.65 -4.46 -1.85
16 C -10.10 -3.59 -2.97
17 C -8.99 -2.65 -3.60
18 C -9.25 -0.83 -1.82
19 H -5.61 1.29 -3.90
20 H -4.55 -0.04 -3.40
21 H -4.68 1.47 -2.48
22 H -6.92 0.78 -1.77
23 H -5.91 -0.61 -1.55
24 H -6.40 -1.68 -3.69
25 H -7.64 -0.43 -3.98
26 H -7.07 -3.53 -1.95
27 H -7.19 -2.31 -0.67
28 H -8.56 -4.31 -0.03
29 H -9.52 -2.93 -0.26
30 H -9.06 -5.30 -2.23
31 H -10.57 -4.86 -1.42
32 H -10.46 -4.30 -3.71
33 H -11.00 -3.06 -2.67
34 H -8.20 -3.26 -4.05
35 H -9.34 -1.95 -4.36
36 H -9.50 -0.08 -2.57
37 H -8.92 -0.49 -0.84
38 H -10.20 -1.35 -1.67
39 C 0.36 4.19 2.25
40 C -0.57 2.97 2.65
41 C 0.23 1.90 3.33
42 N -0.48 0.61 3.84
43 C -1.40 0.04 2.73
44 C -0.62 -0.63 1.57
45 C 0.49 -1.71 2.14
46 C 1.37 -1.04 3.21
47 C 0.59 -0.32 4.38
48 C -1.36 1.01 5.10
49 H 0.86 4.54 3.16
50 H -0.25 5.04 1.95
51 H 1.20 3.98 1.59
52 H -0.95 2.55 1.72
53 H -1.46 3.20 3.24
54 H 0.63 2.42 4.19
55 H 1.05 1.66 2.65
56 H -2.09 0.83 2.44
57 H -1.96 -0.78 3.17
58 H -0.20 0.22 1.04
59 H -1.29 -0.93 0.76
60 H 1.03 -2.06 1.26
61 H -0.05 -2.58 2.52
62 H 2.00 -0.36 2.64
63 H 2.01 -1.83 3.60
64 H 1.24 0.35 4.93
65 H 0.17 -1.02 5.10
66 H -2.02 1.84 4.84
67 H -0.66 1.28 5.89
68 H -1.89 0.13 5.44
69 C -5.42 14.68 0.98
70 C -4.69 13.42 0.89
71 C -5.45 12.53 -0.21
72 N -4.92 11.09 -0.28
73 C -5.35 10.28 0.98
74 C -5.11 8.84 0.86
75 C -5.80 8.19 -0.25
76 C -5.32 8.83 -1.59
77 C -5.46 10.37 -1.53
78 C -3.41 11.05 -0.30
79 H -5.07 15.41 0.25
80 H -5.33 15.12 1.97
81 H -6.50 14.62 0.90
82 H -4.67 12.92 1.85
83 H -3.66 13.56 0.56
84 H -5.35 12.92 -1.22
85 H -6.51 12.54 0.03
86 H -6.43 10.37 1.03
87 H -4.87 10.64 1.89
88 H -5.42 8.38 1.80
89 H -4.05 8.62 0.78
90 H -6.89 8.33 -0.23
91 H -5.67 7.12 -0.12
92 H -5.58 8.35 -2.54
93 H -4.24 8.67 -1.61
94 H -6.52 10.61 -1.60
95 H -5.13 10.85 -2.45
96 H -3.00 10.07 -0.52
97 H -2.96 11.45 0.61
98 H -3.09 11.76 -1.06
99 C 2.47 -1.24 -11.57
100 C 2.98 -1.55 -10.11
101 C 1.94 -1.75 -9.00
102 N 2.49 -2.26 -7.58
103 C 3.04 -3.72 -7.61
104 C 3.23 -4.30 -6.28
105 C 2.02 -4.22 -5.39
106 C 1.49 -2.83 -5.27
107 C 1.15 -2.21 -6.64
108 C 3.55 -1.29 -7.11
109 H 2.00 -0.26 -11.56
110 H 1.69 -2.00 -11.70
111 H 3.38 -1.48 -12.11
112 H 3.60 -0.74 -9.73
113 H 3.68 -2.38 -10.20
114 H 1.33 -2.55 -9.42
115 H 1.27 -0.90 -8.91
116 H 2.21 -4.17 -8.15
117 H 3.84 -3.51 -8.33
118 H 3.54 -5.33 -6.40
119 H 4.08 -3.85 -5.77
120 H 1.26 -4.86 -5.84
121 H 2.15 -4.69 -4.42
122 H 0.53 -2.86 -4.75
123 H 2.13 -2.20 -4.65
124 H 0.25 -2.64 -7.07
125 H 1.07 -1.13 -6.55
126 H 4.41 -1.51 -7.74
127 H 3.71 -1.54 -6.06
128 H 3.22 -0.26 -7.19
129 C 6.52 7.08 2.75
130 C 7.41 5.88 2.79
131 C 6.81 4.60 2.16
132 N 7.84 3.42 2.08
133 C 8.93 3.53 0.95
134 C 8.33 3.47 -0.49
135 C 7.41 2.19 -0.64
136 C 6.42 2.02 0.50
137 C 7.10 2.09 1.88
138 C 8.59 3.28 3.42
139 H 5.82 7.05 3.59
140 H 5.87 7.00 1.88
141 H 7.16 7.95 2.89
142 H 7.86 5.74 3.77
143 H 8.19 6.12 2.06
144 H 6.47 4.67 1.12
145 H 5.97 4.26 2.77
146 H 9.49 4.45 1.11
147 H 9.54 2.64 1.12
148 H 7.86 4.41 -0.74
149 H 9.14 3.39 -1.22
150 H 6.93 2.20 -1.62
151 H 8.13 1.37 -0.70
152 H 5.68 2.80 0.37
153 H 5.90 1.06 0.47
154 H 6.36 2.04 2.67
155 H 7.79 1.25 2.01
156 H 9.16 2.35 3.41
157 H 7.85 3.23 4.22
158 H 9.28 4.12 3.52
159 C 1.92 -7.31 5.48
160 C 2.36 -8.56 4.70
161 C 2.55 -8.43 3.16
162 N 3.22 -9.65 2.47
163 C 3.40 -9.23 0.97
164 C 4.43 -10.16 0.26
165 C 5.71 -10.42 0.97
166 C 5.43 -10.92 2.36
167 C 4.55 -10.04 3.16
168 C 2.29 -10.89 2.57
169 H 1.80 -7.41 6.55
170 H 0.93 -7.04 5.09
171 H 2.59 -6.46 5.39
172 H 1.66 -9.37 4.94
173 H 3.32 -8.77 5.17
174 H 3.19 -7.56 2.97
175 H 1.64 -8.26 2.58
176 H 3.91 -8.29 1.15
177 H 2.42 -9.07 0.52
178 H 4.67 -9.79 -0.74
179 H 3.95 -11.12 0.04
180 H 6.33 -9.52 0.96
181 H 6.33 -11.16 0.47
182 H 6.35 -11.03 2.94
183 H 5.05 -11.94 2.30
184 H 5.07 -9.12 3.40
185 H 4.34 -10.52 4.12
186 H 1.30 -10.57 2.25
187 H 2.22 -11.09 3.64
188 H 2.72 -11.76 2.07
189 B 3.99 2.46 8.19
190 F 4.58 2.21 6.95
191 F 5.00 3.25 8.87
192 F 2.80 3.20 8.13
193 F 3.71 1.29 8.86
194 B -7.36 2.03 4.05
195 F -7.96 2.02 5.24
196 F -6.68 0.81 3.74
197 F -8.32 2.15 3.16
198 F -6.52 3.13 4.03
199 B 7.48 -4.27 0.36
200 F 6.35 -3.87 1.06
201 F 8.07 -5.37 0.88
202 F 7.02 -4.66 -0.91
203 F 8.38 -3.25 0.31
204 B 1.56 3.53 -3.75
205 F 0.87 3.34 -4.92
206 F 1.95 2.40 -3.26
207 F 2.66 4.36 -4.02
208 F 0.67 4.15 -2.82
209 B -2.10 -2.96 10.14
210 F -3.04 -2.08 9.72
211 F -2.40 -4.29 9.77
212 F -0.84 -2.67 9.71
213 F -2.11 -2.84 11.55